(one)
{
  "formula": "H2NO4P",
  "method": "ωB97M-V/def2-TZVPD",
  "orbital_gap_ev": 9.9,
  "e_lumo_ha": -0.0326,
  "homo_energy_ev": -10.751,
  "total_charge": 0,
  "symbols": ["N", "O", "O", "O", "O", "P", "H", "H"],
  "xyz": [[0.949, -0.117, -1.323], [0.821, 0.328, -0.132], [0.660, 0.420, -2.339], [0.144, -2.610, -0.051], [-1.650, 1.166, 1.476], [1.287, -1.770, -0.146], [-1.026, 1.709, 1.897], [-1.186, 0.873, 0.619]],
  "nbo_charge": [0.27, -0.50, -0.28, -0.98, -0.94, 1.49, 0.46, 0.48]
}

(two)
{
  "formula": "H2NO4P",
  "method": "ωB97M-V/def2-TZVPD",
  "orbital_gap_ev": [9.4, 9.4],
  "e_lumo_ha": [-0.0452, -0.0452],
  "homo_energy_ev": [-10.615, -10.615],
  "total_charge": 0,
  "symbols": ["N", "O", "O", "O", "O", "P", "H", "H"],
  "xyz": [[-0.158, -0.983, -0.470], [0.429, -1.602, 0.368], [-1.100, -1.321, -1.097], [1.660, 0.454, 0.476], [-1.198, 1.330, 0.666], [0.584, 0.765, -0.609], [1.473, -0.539, 0.723], [-1.690, 1.895, -0.056]],
  "nbo_charge": [0.34, -0.39, -0.31, -0.99, -0.97, 1.35, 0.51, 0.46]
}

(three)
{
  "formula": "H2NO4P",
  "method": "ωB97M-V/def2-TZVPD",
  "orbital_gap_ev": [8.2, 8.2],
  "e_lumo_ha": [-0.0602, -0.0602],
  "homo_energy_ev": [-9.852, -9.853],
  "total_charge": 0,
  "symbols": ["O", "N", "P", "O", "O", "O", "H", "H"],
  "xyz": [[2.979, -0.805, -0.629], [2.080, -0.285, -0.116], [0.672, -0.262, 0.893], [-0.046, -1.652, 0.378], [-0.391, 0.671, 0.218], [2.250, 1.127, 0.437], [-0.335, -1.570, -0.552], [-0.498, 1.477, 0.679]],
  "nbo_charge": [-0.17, 0.20, 1.52, -0.99, -0.98, -0.57, 0.49, 0.51]
}

In kJ/mol, relative to the most stable structure: (one) 0.0; (two) 64.8; (three) 45.5.

(one)
{
  "formula": "C44H66O33",
  "method": "ωB97M-V/def2-TZVPD",
  "orbital_gap_ev": 10.3,
  "e_lumo_ha": -0.0057,
  "homo_energy_ev": -10.504,
  "total_charge": 0,
  "symbols": ["C", "C", "C", "O", "C", "O", "O", "H", "H", "H", "H", "H", "H", "C", "C", "C", "O", "C", "O", "O", "H", "H", "H", "H", "H", "H", "C", "C", "C", "O", "C", "O", "O", "H", "H", "H", "H", "H", "H", "C", "C", "C", "O", "C", "O", "O", "H", "H", "H", "H", "H", "H", "C", "C", "C", "O", "C", "O", "O", "H", "H", "H", "H", "H", "H", "C", "C", "C", "O", "C", "O", "O", "H", "H", "H", "H", "H", "H", "C", "C", "C", "O", "C", "O", "O", "H", "H", "H", "H", "H", "H", "C", "C", "C", "O", "C", "O", "O", "H", "H", "H", "H", "H", "H", "C", "C", "C", "O", "C", "O", "O", "H", "H", "H", "H", "H", "H", "C", "C", "C", "O", "C", "O", "O", "H", "H", "H", "H", "H", "H", "C", "C", "C", "O", "C", "O", "O", "H", "H", "H", "H", "H", "H"],
  "xyz": [[-2.912, 2.842, 5.669], [-3.066, 4.274, 5.191], [-4.497, 4.802, 5.086], [-4.496, 5.990, 5.861], [-3.330, 6.128, 6.522], [-3.076, 7.000, 7.285], [-2.485, 5.124, 6.207], [-3.457, 2.681, 6.600], [-1.864, 2.691, 5.943], [-3.148, 2.131, 4.878], [-2.459, 4.410, 4.295], [-5.240, 4.094, 5.454], [-4.751, 5.030, 4.050], [1.986, -4.163, 1.104], [1.944, -3.849, -0.363], [3.239, -3.232, -0.918], [3.692, -4.199, -1.861], [2.790, -5.199, -2.022], [2.924, -6.137, -2.732], [1.799, -5.075, -1.100], [2.907, -4.702, 1.338], [1.124, -4.712, 1.476], [2.025, -3.239, 1.688], [1.085, -3.237, -0.645], [3.967, -3.143, -0.110], [3.081, -2.256, -1.370], [1.826, 1.192, -3.086], [3.303, 0.848, -3.127], [3.765, 0.062, -4.370], [4.936, 0.774, -4.800], [5.019, 1.959, -4.163], [5.856, 2.779, -4.353], [4.011, 2.079, -3.270], [1.651, 1.883, -2.263], [1.226, 0.292, -2.944], [1.504, 1.614, -4.039], [3.542, 0.304, -2.210], [3.025, 0.158, -5.166], [4.033, -0.963, -4.148], [4.505, 3.202, 1.373], [5.150, 4.395, 0.713], [5.055, 4.431, -0.832], [4.480, 5.688, -1.128], [4.043, 6.281, 0.013], [3.402, 7.277, 0.041], [4.431, 5.578, 1.096], [4.123, 3.417, 2.371], [5.207, 2.374, 1.519], [3.680, 2.777, 0.794], [6.201, 4.460, 1.000], [4.428, 3.596, -1.149], [6.029, 4.331, -1.303], [6.155, -4.154, 3.411], [5.721, -2.754, 3.794], [6.801, -1.680, 3.616], [6.145, -0.641, 2.898], [4.924, -1.047, 2.501], [4.175, -0.393, 1.851], [4.710, -2.332, 2.859], [5.347, -4.862, 3.599], [6.997, -4.486, 4.017], [6.381, -4.176, 2.346], [5.287, -2.765, 4.795], [7.658, -2.048, 3.051], [7.183, -1.329, 4.573], [0.794, -0.626, 0.356], [0.226, 0.762, 0.287], [-0.896, 0.831, -0.762], [-2.053, 1.167, -0.014], [-1.769, 1.259, 1.300], [-2.543, 1.487, 2.175], [-0.468, 0.981, 1.528], [1.200, -0.952, -0.610], [0.017, -1.359, 0.589], [1.604, -0.769, 1.072], [1.007, 1.507, 0.143], [-0.985, -0.134, -1.260], [-0.659, 1.570, -1.525], [-7.027, 1.604, 1.480], [-5.977, 2.680, 1.590], [-5.210, 2.921, 0.302], [-5.207, 4.342, 0.130], [-6.060, 4.898, 1.014], [-6.306, 6.056, 1.086], [-6.618, 3.951, 1.810], [-7.632, 1.794, 0.592], [-7.688, 1.595, 2.347], [-6.584, 0.612, 1.395], [-5.314, 2.472, 2.434], [-5.707, 2.482, -0.567], [-4.208, 2.499, 0.283], [-0.307, -0.458, 6.254], [-0.424, -0.355, 4.755], [0.754, -0.992, 3.969], [0.179, -1.994, 3.152], [-1.160, -2.058, 3.382], [-1.929, -2.726, 2.769], [-1.513, -1.228, 4.364], [0.197, 0.395, 6.709], [0.212, -1.372, 6.552], [-1.290, -0.544, 6.718], [-0.699, 0.630, 4.382], [1.460, -1.428, 4.679], [1.303, -0.245, 3.397], [0.547, -0.012, -7.259], [-0.908, 0.194, -6.901], [-1.647, -1.144, -6.651], [-2.028, -1.102, -5.289], [-1.654, 0.069, -4.735], [-1.843, 0.376, -3.603], [-0.962, 0.815, -5.611], [1.059, 0.935, -7.431], [0.655, -0.616, -8.164], [1.075, -0.538, -6.460], [-1.404, 0.790, -7.664], [-0.983, -1.995, -6.826], [-2.483, -1.308, -7.331], [-1.001, -5.650, -3.587], [-0.888, -4.165, -3.779], [-1.363, -3.244, -2.658], [-0.298, -2.296, -2.514], [0.715, -2.594, -3.360], [1.723, -1.966, -3.435], [0.489, -3.769, -3.946], [-0.491, -6.005, -2.694], [-0.663, -6.146, -4.497], [-2.057, -5.937, -3.533], [-1.381, -3.881, -4.715], [-1.466, -3.727, -1.683], [-2.298, -2.738, -2.891], [-3.853, -1.882, -0.169], [-4.316, -1.156, -1.407], [-5.167, -2.017, -2.356], [-6.176, -1.128, -2.802], [-6.229, -0.051, -1.979], [-7.028, 0.820, -2.057], [-5.202, -0.078, -1.099], [-3.113, -2.635, -0.445], [-4.684, -2.430, 0.284], [-3.452, -1.215, 0.591], [-3.475, -0.743, -1.973], [-5.603, -2.878, -1.843], [-4.564, -2.383, -3.186]],
  "mulliken_charge": [-1.33, 0.59, -0.05, -0.38, 0.58, -0.53, -0.42, 0.38, 0.28, 0.37, 0.19, 0.28, 0.07, -1.44, 2.13, 0.48, -0.44, 0.57, -0.54, -0.53, 0.39, 0.41, 0.11, -0.89, 0.19, -0.38, -0.91, 0.82, 0.17, -0.43, 0.52, -0.54, -0.42, 0.23, -0.12, 0.46, -0.23, -0.04, 0.32, -0.86, 0.59, 0.05, -0.37, 0.61, -0.53, -0.41, 0.44, 0.35, -0.19, 0.26, -0.21, 0.31, -1.48, 0.42, -0.53, -0.38, 0.41, -0.21, -0.22, 0.36, 0.40, 0.37, 0.25, 0.32, 0.32, 0.20, 0.57, 1.11, -0.38, 0.41, -0.46, -0.23, -0.39, 0.23, 0.03, -0.48, -1.10, 0.33, -1.46, 0.98, 0.90, -0.39, 0.58, -0.56, -0.45, 0.37, 0.43, 0.24, -0.15, 0.09, -0.50, -1.78, 1.02, -0.29, -0.08, 0.45, -0.58, -0.38, 0.37, 0.48, 0.36, 0.04, 0.42, 0.08, -1.23, 0.41, -0.61, -0.25, 0.58, -0.37, -0.39, 0.39, 0.43, 0.10, 0.32, 0.31, 0.32, -1.69, 0.74, 0.58, 0.47, 0.02, -0.49, -0.45, 0.36, 0.40, 0.39, 0.21, 0.31, -0.89, -1.13, 1.63, -0.12, -0.40, 0.36, -0.51, -0.06, 0.11, 0.59, 0.03, -0.94, 0.26, 0.23]
}

(two)
{
  "formula": "C44H66O33",
  "method": "ωB97M-V/def2-TZVPD",
  "orbital_gap_ev": 10.1,
  "e_lumo_ha": -0.0035,
  "homo_energy_ev": -10.196,
  "total_charge": 0,
  "symbols": ["C", "C", "C", "O", "C", "O", "O", "H", "H", "H", "H", "H", "H", "C", "C", "C", "O", "C", "O", "O", "H", "H", "H", "H", "H", "H", "C", "C", "C", "O", "C", "O", "O", "H", "H", "H", "H", "H", "H", "C", "C", "C", "O", "C", "O", "O", "H", "H", "H", "H", "H", "H", "C", "C", "C", "O", "C", "O", "O", "H", "H", "H", "H", "H", "H", "C", "C", "C", "O", "C", "O", "O", "H", "H", "H", "H", "H", "H", "C", "C", "C", "O", "C", "O", "O", "H", "H", "H", "H", "H", "H", "C", "C", "C", "O", "C", "O", "O", "H", "H", "H", "H", "H", "H", "C", "C", "C", "O", "C", "O", "O", "H", "H", "H", "H", "H", "H", "C", "C", "C", "O", "C", "O", "O", "H", "H", "H", "H", "H", "H", "C", "C", "C", "O", "C", "O", "O", "H", "H", "H", "H", "H", "H"],
  "xyz": [[2.460, -4.817, 5.464], [3.986, -4.559, 5.174], [5.028, -5.035, 6.145], [5.873, -5.875, 5.402], [5.364, -6.035, 4.157], [5.805, -6.702, 3.248], [4.255, -5.313, 4.049], [2.097, -4.117, 6.216], [2.221, -5.818, 5.823], [2.068, -4.673, 4.457], [4.278, -3.519, 5.031], [4.645, -5.637, 6.969], [5.484, -4.159, 6.606], [-4.976, 2.734, -1.286], [-5.391, 1.282, -1.152], [-4.883, 0.515, 0.105], [-6.007, -0.053, 0.724], [-7.028, 0.626, 0.348], [-8.118, 0.559, 0.944], [-6.763, 1.265, -0.844], [-5.564, 3.229, -2.059], [-3.924, 3.011, -1.356], [-5.347, 3.231, -0.390], [-5.288, 0.726, -2.084], [-4.299, 1.155, 0.766], [-4.318, -0.329, -0.289], [3.087, 1.520, -3.795], [1.633, 1.925, -3.512], [1.269, 3.410, -3.542], [0.055, 3.469, -4.281], [-0.265, 2.126, -4.856], [-1.173, 1.814, -5.536], [0.728, 1.314, -4.414], [3.442, 1.779, -4.793], [3.205, 0.443, -3.680], [3.761, 2.003, -3.087], [1.316, 1.750, -2.484], [2.038, 3.998, -4.044], [1.211, 3.909, -2.575], [-0.662, -2.572, 5.157], [-1.586, -1.362, 4.846], [-1.057, -0.171, 4.039], [-2.259, 0.187, 3.444], [-2.984, -0.954, 3.247], [-3.721, -1.231, 2.311], [-2.766, -1.850, 4.260], [0.362, -2.298, 5.409], [-0.655, -3.096, 4.201], [-1.142, -3.168, 5.934], [-1.738, -0.905, 5.824], [-0.233, -0.410, 3.367], [-0.574, 0.624, 4.607], [-3.212, -3.972, 0.141], [-4.444, -4.493, -0.646], [-5.535, -3.573, -1.088], [-5.572, -3.946, -2.516], [-4.721, -4.947, -2.908], [-4.513, -5.380, -4.015], [-3.957, -5.136, -1.869], [-3.549, -3.566, 1.094], [-2.523, -3.362, -0.443], [-2.597, -4.789, 0.518], [-4.873, -5.263, -0.004], [-5.038, -2.603, -1.053], [-6.493, -3.626, -0.571], [-0.245, 1.321, -0.373], [-1.058, 0.010, -0.093], [-1.012, -1.065, -1.235], [-0.392, -2.103, -0.535], [-0.137, -1.797, 0.692], [0.233, -2.626, 1.488], [-0.402, -0.645, 0.904], [-0.403, 2.174, 0.287], [-0.533, 1.843, -1.285], [0.828, 1.255, -0.549], [-2.095, 0.144, 0.215], [-0.354, -0.679, -2.014], [-2.025, -1.327, -1.542], [2.577, -5.020, 0.897], [3.674, -4.099, 0.348], [4.711, -4.777, -0.450], [4.758, -4.008, -1.608], [3.898, -3.029, -1.586], [3.801, -2.219, -2.477], [3.194, -3.100, -0.478], [1.900, -5.329, 0.100], [1.863, -4.561, 1.581], [3.057, -5.933, 1.250], [4.287, -3.809, 1.202], [4.361, -5.763, -0.755], [5.687, -4.802, 0.036], [-1.104, -1.531, -5.518], [-0.279, -2.735, -5.212], [1.040, -2.488, -4.373], [1.081, -3.602, -3.481], [-0.135, -4.113, -3.457], [-0.347, -5.160, -2.845], [-1.041, -3.528, -4.303], [-1.991, -1.964, -5.982], [-0.669, -0.776, -6.172], [-1.365, -1.007, -4.599], [-0.172, -3.384, -6.081], [1.094, -1.556, -3.810], [1.873, -2.369, -5.067], [0.715, 7.012, 1.577], [2.200, 7.121, 2.062], [2.454, 7.010, 3.546], [3.649, 6.212, 3.590], [3.733, 5.450, 2.543], [4.279, 4.354, 2.562], [3.014, 6.027, 1.562], [0.661, 7.366, 0.548], [0.017, 7.730, 2.008], [0.297, 6.006, 1.605], [2.481, 8.082, 1.632], [1.596, 6.627, 4.099], [2.567, 8.020, 3.941], [2.742, -0.334, 1.134], [3.735, 0.787, 0.978], [4.776, 0.619, -0.094], [4.741, 1.843, -0.787], [3.738, 2.648, -0.315], [3.490, 3.729, -0.760], [3.016, 1.969, 0.583], [2.142, -0.092, 2.011], [3.233, -1.235, 1.500], [2.181, -0.482, 0.211], [4.188, 0.751, 1.969], [4.643, -0.268, -0.714], [5.727, 0.649, 0.437], [-1.810, 7.020, -3.073], [-2.785, 7.102, -1.840], [-4.250, 6.777, -2.208], [-4.622, 5.949, -1.214], [-3.569, 5.821, -0.283], [-3.631, 5.213, 0.783], [-2.442, 6.221, -0.810], [-2.311, 7.382, -3.971], [-1.500, 5.996, -3.284], [-0.998, 7.723, -2.890], [-2.880, 8.075, -1.358], [-4.581, 6.228, -3.089], [-4.717, 7.761, -2.168]],
  "mulliken_charge": [-1.05, 0.34, -0.41, -0.36, 0.59, -0.56, -0.19, 0.36, 0.35, 0.17, 0.21, 0.23, 0.32, -1.53, 0.53, 0.60, -0.38, 0.62, -0.63, -0.40, 0.41, 0.25, 0.44, 0.41, 0.31, -0.66, -1.42, 2.77, -0.44, -0.37, 0.52, -0.48, -0.44, 0.40, 0.24, 0.37, -1.74, 0.33, 0.29, -1.25, 0.34, 0.24, -0.34, 0.58, -0.34, -0.37, 0.33, 0.23, 0.38, 0.23, -0.34, 0.45, -1.05, 0.21, 0.47, -0.44, 0.71, -0.56, -0.38, 0.40, -0.12, 0.52, 0.24, -0.34, 0.29, -1.45, 1.77, 0.40, -0.24, 0.46, -0.65, -0.12, 0.72, 0.54, -0.39, -0.99, -0.51, 0.34, -1.34, 0.73, -0.45, -0.39, 0.40, -0.57, 0.19, 0.45, -0.08, 0.49, -0.02, 0.33, 0.28, -1.30, 0.34, 0.10, -0.18, 0.49, -0.62, -0.23, 0.47, 0.34, 0.10, 0.34, -0.33, 0.51, -1.43, 0.55, -0.44, -0.37, 0.68, -0.55, -0.30, 0.35, 0.40, 0.33, 0.19, 0.27, 0.32, -0.68, 0.50, -0.29, -0.41, 0.62, -0.54, -0.27, 0.10, 0.24, -0.04, 0.26, 0.10, 0.35, -1.40, 0.28, -0.47, -0.35, 0.65, -0.58, -0.15, 0.42, 0.26, 0.37, 0.38, 0.38, 0.23]
}

In kJ/mol, relative to the most stable structure: (one) 0.0; (two) 750.1.